{
  "formula": "C9H9NO2S",
  "method": "wB97M-V/def2-TZVPD",
  "total_charge": 0,
  "e_lumo_ev": [-0.61, -0.75],
  "energy_ha": -951.587693,
  "relative_energy_kcal_mol": 85.2,
  "homo_lumo_gap_ev": [7.4, 7.0],
  "homo_ev": [-7.98, -7.73],
  "species": ["C", "C", "C", "C", "C", "C", "C", "C", "C", "N", "O", "O", "S", "H", "H", "H", "H", "H", "H", "H", "H", "H"],
  "coordinates": [[1.6247, 1.7182, 2.0880], [2.4311, 0.5801, 1.8366], [0.4299, 1.9459, 1.3566], [2.0800, -0.1808, 0.7398], [0.0811, 1.1093, 0.2990], [0.9182, 0.0134, 0.0393], [-1.1057, 1.2745, -0.4755], [-1.2170, -1.1956, -1.5906], [-2.0752, -2.0807, -0.7102], [-2.0037, 2.0405, -0.6961], [1.0195, -0.3881, -2.5269], [1.1385, -2.4291, -1.1348], [0.4976, -1.1644, -1.4476], [1.7210, 2.4947, 2.9270], [3.2747, 0.2418, 2.2966], [-0.2428, 2.7940, 1.6277], [2.7424, -0.9596, 0.4813], [-1.7923, -1.0054, -2.4674], [-1.3132, -2.3359, 0.1244], [-2.5162, -2.9852, -1.1814], [-2.8785, -1.5742, -0.2157], [-2.8139, 2.0866, -1.3701]],
  "atomic_forces_ev_per_a": [[-1.051, 0.891, 1.268], [-3.040, 2.242, -1.772], [0.501, 0.709, 0.461], [-0.394, -0.102, 0.153], [1.074, -1.354, 0.379], [-1.142, -0.757, -1.390], [-1.439, -1.131, -1.212], [-0.966, 0.869, 1.770], [2.760, -0.720, 1.773], [-0.774, 0.266, -0.812], [0.386, 0.419, -1.036], [-0.690, 0.639, 0.280], [-0.037, 0.675, 0.861], [0.525, -1.624, -1.152], [2.168, -0.070, 1.797], [0.766, -0.749, -0.284], [0.345, -1.070, -0.413], [1.003, 0.784, -1.239], [-1.683, -0.461, -0.897], [0.683, 0.425, 0.128], [-0.536, 0.593, 0.142], [1.541, -0.474, 1.196]],
  "nbo_charge": [-0.215, -0.156, -0.134, -0.223, -0.283, -0.138, 0.572, -0.673, -0.648, -0.599, -0.959, -0.936, 2.146, 0.231, 0.223, 0.229, 0.242, 0.236, 0.214, 0.217, 0.208, 0.444]
}

{
  "formula": "C3H9N3SSbSe4Tc",
  "method": "wB97M-V/def2-TZVPD",
  "total_charge": 4,
  "e_lumo_ev": [-16.14, -16.13],
  "energy_ha": -10607.214486,
  "homo_lumo_gap_ev": [5.0, 5.0],
  "homo_ev": [-21.16, -21.16],
  "species": ["Tc", "Se", "Sb", "Se", "Se", "Se", "N", "C", "C", "N", "H", "H", "H", "H", "H", "H", "H", "H", "H", "S", "C", "N"],
  "coordinates": [[-1.6104, -0.3033, 0.8499], [-4.7618, 1.9311, 4.4284], [-2.5129, 2.2698, 4.3946], [-1.4581, -0.8350, 2.9800], [-1.9020, 1.8738, 0.9209], [-0.4140, 3.0172, 4.8792], [3.1164, 0.1769, -2.5504], [2.4703, -0.4934, -1.3611], [1.0771, 0.0835, -1.0462], [0.3954, -0.7481, 0.0126], [4.0728, -0.1797, -2.6769], [3.2011, 1.1939, -2.4494], [2.6236, -0.0067, -3.4310], [3.1536, -0.3641, -0.5222], [2.4172, -1.5562, -1.5972], [0.4421, 0.0762, -1.9320], [1.1447, 1.1066, -0.6804], [1.0124, -0.8739, 0.8162], [0.2701, -1.6947, -0.3618], [-5.4524, -2.1094, -0.7243], [-4.1860, -1.5270, -0.1900], [-3.0991, -1.0375, 0.2410]],
  "atomic_forces_ev_per_a": [[-0.221, 1.089, 1.616], [0.098, -0.082, -0.111], [-0.061, 0.540, 0.708], [0.028, -0.193, -0.928], [0.157, -0.757, -0.480], [-0.123, -0.108, -0.086], [-0.041, -0.040, 0.061], [0.011, 0.025, -0.031], [0.005, -0.017, -0.029], [-0.323, -0.227, -0.219], [0.038, -0.029, -0.002], [0.020, 0.037, 0.019], [-0.023, -0.004, -0.034], [0.008, 0.012, 0.006], [0.005, -0.013, -0.039], [-0.049, -0.006, 0.011], [0.016, 0.002, 0.030], [0.088, 0.101, 0.012], [0.110, -0.048, 0.009], [-0.514, -0.270, -0.203], [0.743, 0.499, 0.451], [0.027, -0.511, -0.760]],
  "nbo_charge": [0.456, 0.051, 0.936, 0.461, 0.424, 0.031, -0.669, -0.248, -0.241, -0.790, 0.484, 0.462, 0.464, 0.256, 0.254, 0.242, 0.239, 0.438, 0.433, 0.800, 0.079, -0.560]
}

{
  "formula": "C2H10N2S",
  "method": "wB97M-V/def2-TZVPD",
  "total_charge": 0,
  "e_lumo_ev": -1.40,
  "energy_ha": -589.776528,
  "relative_energy_kcal_mol": 69.2,
  "homo_lumo_gap_ev": 7.6,
  "homo_ev": -9.04,
  "species": ["N", "C", "C", "N", "H", "H", "H", "H", "H", "H", "H", "H", "H", "S", "H"],
  "coordinates": [[1.4174, 1.2336, -0.1975], [0.0159, 1.4003, 0.1894], [-0.4589, 0.5489, 1.3815], [-1.8598, 0.1884, 1.1714], [2.0213, 1.2163, 0.6259], [1.4714, 0.2921, -0.6489], [0.3927, 0.1240, -2.2517], [-0.2175, 2.4562, 0.3668], [-0.5899, 1.0264, -0.6645], [0.1997, -0.3342, 1.3832], [-0.3662, 1.0802, 2.3378], [-1.8811, -0.4948, 0.3940], [-2.2382, -0.3321, 1.9711], [0.3892, -1.5507, -1.1572], [1.2043, -2.1864, -2.0406]],
  "atomic_forces_ev_per_a": [[-0.034, -0.780, -0.186], [-0.299, -0.209, -0.044], [0.284, -0.133, -0.147], [-0.322, -0.955, -0.158], [-0.131, 0.066, -0.295], [0.489, 1.341, 0.956], [-0.012, -3.516, 1.997], [-0.025, -0.172, -0.234], [0.193, 0.657, 0.355], [-0.036, 0.129, 0.383], [0.075, -0.112, -0.215], [-0.180, 0.594, 0.491], [0.256, 0.375, -0.292], [0.071, 2.484, -2.860], [-0.330, 0.233, 0.250]],
  "nbo_charge": [-0.859, -0.228, -0.242, -0.831, 0.353, 0.366, 0.189, 0.197, 0.177, 0.161, 0.189, 0.347, 0.356, -0.326, 0.150]
}

{
  "formula": "C38H48F6N2O8",
  "method": "wB97M-V/def2-TZVPD",
  "total_charge": 0,
  "e_lumo_ev": -1.20,
  "energy_ha": -2787.442154,
  "smiles": "CCCCCCCC1=C(NCC)C(=O)C(OC(=O)c2ccccc2)=C(CCCCn2cccc2)C1=O.CCOC(=O)C(F)(F)F.CCOC(=O)C(F)(F)F",
  "homo_lumo_gap_ev": 7.0,
  "homo_ev": -8.22,
  "species": ["C", "C", "C", "C", "C", "C", "C", "C", "C", "N", "C", "C", "C", "O", "C", "O", "C", "O", "C", "C", "C", "C", "C", "C", "C", "C", "C", "C", "C", "N", "C", "C", "C", "C", "C", "O", "H", "H", "H", "H", "H", "H", "H", "H", "H", "H", "H", "H", "H", "H", "H", "H", "H", "H", "H", "H", "H", "H", "H", "H", "H", "H", "H", "H", "H", "H", "H", "H", "H", "H", "H", "H", "H", "H", "C", "C", "O", "C", "O", "C", "F", "F", "F", "H", "H", "H", "H", "H", "C", "C", "O", "C", "O", "C", "F", "F", "F", "H", "H", "H", "H", "H"],
  "coordinates": [[-7.5802, 1.6440, -1.8484], [-6.3603, 2.3310, -2.4645], [-5.1482, 1.4342, -2.7106], [-4.6051, 0.7174, -1.4806], [-3.5103, -0.3024, -1.8381], [-2.4294, -0.4277, -0.7700], [-1.5004, 0.7928, -0.7677], [-0.3429, 0.7012, 0.1721], [0.9397, 0.7169, -0.2348], [1.3219, 0.7979, -1.5710], [1.1462, -0.4055, -2.4075], [2.4768, -0.9884, -2.8955], [2.0721, 0.6427, 0.7386], [3.2159, 0.6076, 0.3437], [1.7546, 0.6085, 2.1853], [2.8430, 0.6131, 3.0355], [3.3328, 1.8596, 3.3822], [3.6333, 2.6789, 2.5697], [3.4940, 2.0484, 4.8496], [2.4978, 2.6831, 5.5811], [2.6551, 2.8733, 6.9455], [3.8105, 2.4368, 7.5788], [4.8105, 1.8179, 6.8426], [4.6550, 1.6157, 5.4800], [0.4980, 0.5400, 2.6215], [0.0901, 0.3957, 4.0545], [-0.1407, -1.0828, 4.4175], [1.1683, -1.8732, 4.4773], [1.0841, -3.1043, 5.3923], [-0.1955, -3.7743, 5.3657], [-1.0075, -3.9610, 6.4507], [-2.1455, -4.6139, 6.0414], [-2.0167, -4.8378, 4.6472], [-0.8071, -4.3123, 4.2635], [-0.6251, 0.5789, 1.6186], [-1.7649, 0.5458, 2.0371], [-8.2839, 2.3951, -1.4920], [-7.3280, 1.0118, -1.0008], [-8.0935, 1.0374, -2.5942], [-6.6747, 2.7421, -3.4263], [-6.0782, 3.1900, -1.8523], [-4.3491, 2.0736, -3.0982], [-5.3798, 0.7193, -3.5051], [-5.4233, 0.1814, -1.0002], [-4.2288, 1.4555, -0.7711], [-3.9836, -1.2702, -2.0102], [-3.0669, -0.0133, -2.7948], [-1.8430, -1.3250, -0.9820], [-2.8983, -0.5438, 0.2031], [-1.1545, 0.9815, -1.7821], [-2.0910, 1.6644, -0.4695], [2.2900, 1.0899, -1.5980], [0.5822, -1.1629, -1.8621], [0.5278, -0.1485, -3.2682], [2.6379, -0.7739, -3.9493], [3.3020, -0.5335, -2.3485], [2.5323, -2.0645, -2.7529], [1.5982, 3.0234, 5.0859], [1.8772, 3.3581, 7.5176], [3.9532, 2.5770, 8.6402], [5.7150, 1.4949, 7.3378], [5.4335, 1.1414, 4.8985], [0.8734, 0.7857, 4.7029], [-0.8322, 0.9502, 4.1996], [-0.5911, -1.0896, 5.4104], [-0.8216, -1.5172, 3.6901], [1.9507, -1.2297, 4.8823], [1.4747, -2.1729, 3.4743], [1.8789, -3.8048, 5.1322], [1.2781, -2.7832, 6.4139], [-0.7565, -3.6391, 7.4464], [-2.9812, -4.9000, 6.6565], [-2.7242, -5.3244, 3.9981], [-0.3344, -4.2895, 3.2962], [-3.8568, -3.5600, -7.9899], [-4.1070, -2.6547, -6.8050], [-3.1740, -2.9256, -5.7363], [-1.9908, -2.3434, -5.8384], [-1.6042, -1.6230, -6.7084], [-1.1397, -2.6888, -4.5987], [-1.2317, -3.9830, -4.2834], [-1.5751, -1.9699, -3.5547], [0.1372, -2.3963, -4.8144], [-3.8920, -4.6058, -7.6845], [-4.6175, -3.3920, -8.7514], [-2.8793, -3.3667, -8.4300], [-5.0870, -2.8364, -6.3702], [-4.0442, -1.6031, -7.0805], [5.9907, 2.2049, -1.4249], [4.9639, 3.2618, -1.7595], [5.2483, 3.8978, -3.0285], [4.8360, 3.2482, -4.1036], [4.2849, 2.1891, -4.1394], [5.1287, 4.0874, -5.3656], [6.3534, 4.6180, -5.3234], [4.2396, 5.0850, -5.4537], [5.0290, 3.3338, -6.4535], [6.9939, 2.6319, -1.4348], [5.7893, 1.7983, -0.4345], [5.9611, 1.3884, -2.1458], [4.9800, 4.0713, -1.0340], [3.9567, 2.8485, -1.7847]],
  "atomic_forces_ev_per_a": [[0.069, 0.163, -0.105], [-0.222, -0.067, -0.039], [0.068, 0.354, 0.051], [-0.134, -0.294, -0.297], [-0.261, 0.340, 0.024], [0.077, -0.135, -0.437], [-0.438, 0.111, 0.199], [0.243, -0.364, 0.122], [-0.154, 0.093, -0.359], [0.196, -0.120, 0.349], [-0.288, -0.048, -0.421], [0.064, 0.239, -0.012], [0.065, 0.232, 0.025], [0.096, -0.019, -0.002], [0.083, 0.135, -0.497], [-0.404, 0.024, 0.701], [0.392, 0.159, -0.399], [-0.346, 0.052, -0.045], [0.174, -0.241, 0.270], [-0.044, -0.002, -0.019], [0.084, -0.056, 0.065], [0.078, -0.035, -0.137], [-0.015, -0.013, 0.009], [-0.071, 0.058, -0.039], [0.044, -0.057, 0.138], [0.247, -0.212, -0.146], [0.413, 0.418, 0.119], [-0.260, -0.106, 0.027], [0.314, 0.236, -0.182], [-0.179, -0.184, 0.140], [-0.485, -0.186, 0.012], [0.119, 0.036, -0.177], [0.169, 0.088, -0.014], [-0.028, -0.042, 0.081], [0.044, 0.015, -0.118], [-0.085, 0.078, 0.008], [-0.107, -0.012, -0.017], [0.021, -0.032, 0.059], [-0.019, -0.136, 0.031], [0.065, 0.140, -0.025], [0.125, -0.047, 0.113], [0.050, -0.077, -0.154], [-0.030, -0.156, 0.054], [0.046, 0.033, 0.243], [-0.031, 0.048, 0.083], [0.044, -0.087, -0.004], [0.168, 0.004, 0.011], [0.084, -0.042, 0.132], [0.053, -0.079, 0.134], [0.180, 0.002, -0.004], [-0.013, 0.042, 0.000], [0.084, -0.094, -0.108], [-0.006, 0.114, 0.235], [-0.019, 0.034, -0.016], [0.021, -0.007, -0.053], [0.100, -0.105, 0.069], [-0.038, -0.066, 0.002], [-0.021, 0.052, -0.017], [-0.053, 0.044, -0.009], [-0.094, 0.061, 0.068], [0.054, -0.042, -0.013], [0.044, -0.051, 0.014], [-0.077, 0.101, 0.030], [-0.047, 0.075, 0.083], [-0.269, -0.146, -0.049], [-0.244, -0.151, 0.196], [0.142, -0.022, -0.113], [0.063, 0.038, -0.056], [0.009, -0.084, 0.002], [-0.189, -0.088, 0.126], [0.272, 0.145, -0.066], [0.029, 0.020, 0.093], [-0.014, -0.018, -0.020], [0.048, 0.048, -0.017], [0.173, -0.069, 0.060], [-0.288, 0.040, -0.219], [0.033, 0.033, 0.057], [-0.083, -0.042, 0.007], [0.039, 0.032, -0.046], [-0.041, -0.054, -0.130], [0.031, -0.004, 0.041], [0.067, -0.032, 0.071], [0.034, 0.020, 0.052], [-0.065, 0.001, -0.006], [-0.019, 0.010, 0.003], [-0.021, 0.053, -0.018], [0.048, -0.049, 0.086], [0.116, 0.007, 0.026], [0.097, -0.015, -0.154], [-0.039, -0.095, 0.369], [-0.062, 0.038, -0.095], [0.073, 0.083, 0.228], [-0.104, -0.135, -0.095], [0.015, -0.112, 0.087], [0.016, 0.033, -0.058], [-0.005, 0.050, -0.037], [-0.001, 0.024, -0.067], [-0.007, 0.027, 0.050], [-0.052, 0.013, 0.004], [-0.051, -0.016, 0.021], [0.042, 0.058, -0.069], [0.002, -0.008, -0.099]],
  "mulliken_charge": [-1.129, -0.648, -0.584, -0.256, -0.911, -0.732, -0.811, 0.050, -0.678, -0.068, 0.113, -1.317, 1.458, -0.589, -0.272, -0.414, 0.121, -0.512, 0.423, -0.217, -0.699, -0.446, -0.607, -0.266, 0.817, -1.175, -0.690, -0.088, -1.062, 0.357, -0.302, -0.618, -0.525, -0.482, 0.654, -0.694, 0.342, 0.319, 0.282, 0.345, 0.349, 0.348, 0.313, 0.247, 0.209, 0.502, 0.283, 0.378, 0.363, 0.485, 0.509, -0.163, 0.043, 0.328, 0.309, 0.384, 0.308, 0.492, 0.407, 0.402, 0.405, 0.460, 0.011, 0.592, 0.422, 0.460, 0.015, 0.369, 0.309, 0.366, 0.338, 0.428, 0.423, 0.385, -1.134, -0.207, -0.286, 0.262, -0.516, 1.030, -0.279, -0.233, -0.253, 0.304, 0.374, 0.320, 0.321, 0.331, -1.116, 0.126, -0.347, 0.333, -0.498, 0.894, -0.248, -0.260, -0.236, 0.392, 0.318, 0.268, 0.322, 0.047]
}